Formula: C4H7NO
Source: the Open Molecules 2025 dataset
Level of theory: ωB97M-V/def2-TZVPD

## Properties
- frontier orbital gap (eV) = 10.363
- E_LUMO (eV) = 0.97
- net charge = 0
- HOMO level (Eh) = -0.34507
- structure (SMILES) = C[C@@H]1C(=O)N1C

Element x y z (Å)
1 C 1.124 -1.540 -0.600
2 C 0.367 -0.716 0.436
3 C -1.098 -0.438 0.339
4 O -2.173 -0.825 0.584
5 N -0.481 0.560 -0.347
6 C -0.533 1.880 0.143
7 H 0.302 -1.646 -1.363
8 H 1.458 -2.490 -0.156
9 H 1.942 -0.907 -0.966
10 H 0.877 -0.481 1.364
11 H -0.864 1.760 1.201
12 H 0.442 2.400 -0.243
13 H -1.363 2.442 -0.392

---

Formula: C4H7NO
Source: the Open Molecules 2025 dataset
Level of theory: ωB97M-V/def2-TZVPD

## Properties
- frontier orbital gap (eV) = 9.457
- E_LUMO (eV) = 0.80
- net charge = 0
- HOMO level (Eh) = -0.31812

Element x y z (Å)
1 C 1.578 0.059 0.605
2 C 0.387 -0.213 -0.325
3 C -1.379 -1.046 -0.025
4 N -1.774 0.311 -0.349
5 C -0.570 0.950 -0.431
6 O -0.311 2.130 -0.412
7 H 2.177 0.843 0.118
8 H 1.281 0.454 1.583
9 H 2.225 -0.811 0.756
10 H 0.691 -0.692 -1.247
11 H -0.373 -1.107 0.542
12 H -1.388 -1.662 -0.925
13 H -2.543 0.785 0.110

---

Formula: C4H7NO
Source: the Open Molecules 2025 dataset
Level of theory: ωB97M-V/def2-TZVPD

## Properties
- frontier orbital gap (eV) = 9.705
- E_LUMO (eV) = 0.53
- net charge = 0
- HOMO level (Eh) = -0.33701
- structure (SMILES) = CN1C[C@H]1C=O

Element x y z (Å)
1 C -1.626 -0.851 -0.137
2 N -0.221 -0.611 -0.283
3 C 0.664 -0.628 0.792
4 C 0.280 0.689 -0.217
5 C 1.512 1.341 -0.716
6 O 1.554 2.523 -0.982
7 H -1.718 -1.918 0.075
8 H -2.097 -0.607 -1.087
9 H -2.098 -0.280 0.679
10 H 0.577 -0.334 1.810
11 H 1.267 -1.537 0.782
12 H -0.523 1.444 -0.128
13 H 2.420 0.736 -0.583

---

Formula: C4H7NO
Source: the Open Molecules 2025 dataset
Level of theory: ωB97M-V/def2-TZVPD

## Properties
- frontier orbital gap (eV) = 8.488
- E_LUMO (eV) = -0.96
- net charge = 0
- HOMO level (Eh) = -0.34737

Element x y z (Å)
1 C -1.643 -1.668 0.054
2 C -0.440 -0.732 -0.115
3 O 0.596 -1.134 -0.638
4 C -0.590 0.547 0.519
5 C 1.873 1.646 0.349
6 N 1.357 1.712 -0.816
7 H -2.619 -1.171 0.055
8 H -1.550 -2.233 0.986
9 H -1.602 -2.378 -0.778
10 H -1.039 1.336 -0.094
11 H 2.308 0.735 0.776
12 H 1.929 2.552 0.959
13 H 1.420 0.789 -1.256

---

Formula: C4H7NO
Source: the Open Molecules 2025 dataset
Level of theory: ωB97M-V/def2-TZVPD

## Properties
- frontier orbital gap (eV) = 10.250
- E_LUMO (eV) = 0.88
- net charge = 0
- HOMO level (Eh) = -0.34449
- structure (SMILES) = CN1CCC1=O

Element x y z (Å)
1 C -1.794 0.395 -0.083
2 N -0.381 0.138 -0.036
3 C 0.414 -1.084 -0.017
4 C 1.670 -0.184 0.094
5 C 0.681 0.993 0.054
6 O 0.744 2.199 0.089
7 H -2.284 0.172 0.873
8 H -1.926 1.457 -0.305
9 H -2.272 -0.196 -0.872
10 H 0.335 -1.675 -0.937
11 H 0.227 -1.728 0.850
12 H 2.216 -0.265 1.037
13 H 2.369 -0.222 -0.745

---

Formula: C4H7NO
Source: the Open Molecules 2025 dataset
Level of theory: ωB97M-V/def2-TZVPD

## Properties
- frontier orbital gap (eV) = 10.756
- E_LUMO (eV) = -0.32
- net charge = 0
- HOMO level (Eh) = -0.40696
- structure (SMILES) = CCC(=O)C#N.[H][H]

Element x y z (Å)
1 C 1.444 0.194 -0.185
2 C 0.338 0.637 0.771
3 C -1.079 0.274 0.407
4 O -1.915 -0.106 1.188
5 C -1.444 0.476 -1.018
6 N -1.715 0.645 -2.136
7 H 2.393 0.626 0.148
8 H 1.561 -0.893 -0.200
9 H 1.257 0.533 -1.208
10 H 0.339 1.732 0.830
11 H 0.502 0.260 1.783
12 H -0.590 -2.192 -0.464
13 H -1.091 -2.185 0.084

---

Formula: C4H7NO
Source: the Open Molecules 2025 dataset
Level of theory: ωB97M-V/def2-TZVPD

## Properties
- frontier orbital gap (eV) = 9.791
- E_LUMO (eV) = 0.67
- net charge = 0
- HOMO level (Eh) = -0.33523
- structure (SMILES) = C=C=N.C=CO

Element x y z (Å)
1 C 3.023 -0.286 -0.504
2 C 2.307 0.415 0.347
3 N 1.568 1.295 0.825
4 H 3.780 -0.904 -0.262
5 H 3.007 -0.021 -1.543
6 H 0.560 1.162 1.045
7 C -1.738 -1.050 0.219
8 C -2.469 0.086 0.210
9 O -2.139 1.252 -0.446
10 H -0.785 -1.175 -0.188
11 H -2.202 -1.809 0.748
12 H -3.450 0.015 0.616
13 H -1.462 1.020 -1.067

---

Formula: C4H7NO
Source: the Open Molecules 2025 dataset
Level of theory: ωB97M-V/def2-TZVPD

## Properties
- frontier orbital gap (eV) = 8.882
- E_LUMO (eV) = -0.28
- net charge = 0
- HOMO level (Eh) = -0.33686

Element x y z (Å)
1 O 1.626 -1.906 0.112
2 C 1.712 -0.829 -0.440
3 N 1.751 0.366 0.204
4 C -0.731 1.222 -0.079
5 C -1.505 0.321 0.839
6 C -1.481 0.036 -0.615
7 H 1.753 -0.716 -1.540
8 H 1.724 0.378 1.213
9 H 1.694 1.245 -0.291
10 H -0.929 -0.337 1.487
11 H -2.372 0.767 1.323
12 H -2.327 0.282 -1.257
13 H -0.914 -0.828 -0.955

---

Formula: C4H7NO
Source: the Open Molecules 2025 dataset
Level of theory: ωB97M-V/def2-TZVPD

## Properties
- frontier orbital gap (alpha / beta) (eV) = 8.420 / 8.419
- E_LUMO (alpha / beta) (eV) = -0.76 / -0.76
- net charge = 0
- HOMO level (alpha / beta) (Eh) = -0.33730 / -0.33728

Element x y z (Å)
1 O -1.314 -2.631 -0.404
2 C -0.506 -1.877 0.095
3 N -0.688 -0.507 0.181
4 C 0.193 0.385 0.828
5 C -0.035 1.699 0.960
6 C 1.190 0.072 -1.485
7 H 0.468 -2.190 0.518
8 H -1.575 -0.153 -0.167
9 H 1.076 -0.099 1.238
10 H -0.928 2.179 0.557
11 H 0.690 2.333 1.464
12 H 1.008 1.162 -1.643
13 H 0.408 -0.395 -2.130

---

Formula: C4H7NO
Source: the Open Molecules 2025 dataset
Level of theory: ωB97M-V/def2-TZVPD

## Properties
- frontier orbital gap (eV) = 10.883
- E_LUMO (eV) = 1.00
- net charge = 0
- HOMO level (Eh) = -0.36307
- structure (SMILES) = C[C@H]1N=CCO1

Element x y z (Å)
1 C -0.591 -1.074 0.715
2 C 0.841 -0.648 0.130
3 N 0.557 -0.540 -1.304
4 C -0.138 0.521 -1.251
5 C 0.241 1.427 -0.081
6 O 1.216 0.636 0.575
7 H -0.682 -2.147 0.564
8 H -1.520 -0.673 0.244
9 H -0.663 -0.801 1.768
10 H 1.610 -1.375 0.393
11 H -1.010 0.640 -1.879
12 H -0.547 1.703 0.631
13 H 0.688 2.331 -0.505

---

Formula: C4H7NO
Source: the Open Molecules 2025 dataset
Level of theory: ωB97M-V/def2-TZVPD

## Properties
- frontier orbital gap (eV) = 10.870
- E_LUMO (eV) = 0.65
- net charge = 0
- HOMO level (Eh) = -0.37560
- structure (SMILES) = N#CCCCO

Element x y z (Å)
1 N 2.601 -0.805 1.355
2 C 1.508 -0.426 1.269
3 C 0.132 0.039 1.078
4 C 0.045 1.029 -0.103
5 C -0.248 -0.039 -1.167
6 O -1.524 -0.743 -0.631
7 H -0.667 -0.768 0.693
8 H -0.319 0.382 1.999
9 H -0.813 1.699 -0.004
10 H 0.926 1.688 -0.273
11 H -0.587 0.283 -2.134
12 H 0.670 -0.662 -1.236
13 H -1.723 -1.675 -0.846

---

Formula: C4H7NO
Source: the Open Molecules 2025 dataset
Level of theory: ωB97M-V/def2-TZVPD

## Properties
- frontier orbital gap (eV) = 9.008
- E_LUMO (eV) = 1.01
- net charge = 0
- HOMO level (Eh) = -0.29380

Element x y z (Å)
1 O 1.910 0.520 0.529
2 C 1.212 0.056 -0.518
3 C 0.373 -1.196 -0.224
4 C -0.906 -0.431 0.008
5 N -0.658 0.717 0.919
6 C -0.550 0.896 -0.493
7 H 1.242 0.531 1.267
8 H 0.925 0.727 -1.332
9 H 0.728 -1.760 0.650
10 H 0.312 -1.883 -1.073
11 H -1.890 -0.880 0.011
12 H -1.513 1.099 1.301
13 H -1.186 1.604 -1.046

---

Formula: C4H7NO
Source: the Open Molecules 2025 dataset
Level of theory: ωB97M-V/def2-TZVPD

## Properties
- frontier orbital gap (eV) = 10.744
- E_LUMO (eV) = 0.95
- net charge = 0
- HOMO level (Eh) = -0.35992
- structure (SMILES) = CC(=O)N1CC1

Element x y z (Å)
1 C 1.531 0.160 -0.448
2 C 0.712 0.435 0.781
3 O 0.973 1.338 1.537
4 N -0.434 -0.328 1.021
5 C -1.171 -1.062 0.034
6 C -1.282 0.402 -0.022
7 H 1.712 1.128 -0.915
8 H 2.471 -0.247 -0.080
9 H 1.084 -0.531 -1.169
10 H -1.990 -1.572 0.518
11 H -0.706 -1.605 -0.785
12 H -2.059 0.990 0.433
13 H -0.842 0.892 -0.905

---

Formula: C4H7NO
Source: the Open Molecules 2025 dataset
Level of theory: ωB97M-V/def2-TZVPD

## Properties
- frontier orbital gap (eV) = 10.755
- E_LUMO (eV) = 1.06
- net charge = 0
- HOMO level (Eh) = -0.35639
- structure (SMILES) = NC(=O)C1CC1

Element x y z (Å)
1 N -1.762 1.586 0.075
2 C -1.045 0.375 -0.046
3 O -1.652 -0.664 0.119
4 C 0.467 0.249 -0.014
5 C 1.199 -0.837 -0.783
6 C 1.085 -0.974 0.693
7 H -1.838 2.370 -0.566
8 H -2.632 1.400 0.560
9 H 1.000 1.167 0.184
10 H 0.597 -1.527 -1.370
11 H 2.158 -0.579 -1.225
12 H 1.970 -0.789 1.301
13 H 0.455 -1.777 1.073

---

Formula: C4H7NO
Source: the Open Molecules 2025 dataset
Level of theory: ωB97M-V/def2-TZVPD

## Properties
- frontier orbital gap (eV) = 10.179
- E_LUMO (eV) = 0.82
- net charge = 0
- HOMO level (Eh) = -0.34384
- structure (SMILES) = CC1(C)NC1=O

Element x y z (Å)
1 C -0.659 -1.124 0.233
2 C 0.159 -0.172 -0.576
3 C 1.342 0.443 0.131
4 N -0.561 1.022 -1.651
5 C 0.027 -0.113 -2.052
6 O 0.509 -0.639 -3.022
7 H -0.301 -0.932 1.244
8 H -0.336 -2.131 -0.106
9 H -1.659 -1.025 0.135
10 H 1.077 0.564 1.247
11 H 1.748 1.332 -0.127
12 H 2.155 -0.288 0.192
13 H -1.573 1.106 -1.773

---

Formula: C4H7NO
Source: the Open Molecules 2025 dataset
Level of theory: ωB97M-V/def2-TZVPD

## Properties
- frontier orbital gap (eV) = 8.963
- E_LUMO (eV) = 0.95
- net charge = 0
- HOMO level (Eh) = -0.29463
- structure (SMILES) = O/C=C/N1CC1

Element x y z (Å)
1 O -2.664 0.696 0.937
2 C -1.704 -0.160 0.475
3 C -0.415 -0.020 0.783
4 N 0.648 -0.751 0.200
5 C 0.881 -0.528 -1.220
6 C 1.798 0.040 -0.205
7 H -2.196 1.496 1.209
8 H -2.110 -0.949 -0.153
9 H -0.130 0.694 1.557
10 H 0.209 0.170 -1.721
11 H 1.164 -1.400 -1.803
12 H 2.770 -0.408 -0.014
13 H 1.748 1.119 -0.045

---

Formula: C4H7NO
Source: the Open Molecules 2025 dataset
Level of theory: ωB97M-V/def2-TZVPD

## Properties
- frontier orbital gap (eV) = 10.858
- E_LUMO (eV) = 1.06
- net charge = 0
- HOMO level (Eh) = -0.36010
- structure (SMILES) = O=CC[C@H]1CN1

Element x y z (Å)
1 O 1.176 1.979 0.587
2 C 1.668 0.971 0.127
3 C 0.992 -0.382 -0.045
4 C -0.407 -0.400 0.444
5 C -1.441 0.151 -0.445
6 N -1.460 -1.258 -0.050
7 H 2.722 0.972 -0.217
8 H 1.603 -1.127 0.466
9 H 0.977 -0.596 -1.122
10 H -0.564 -0.073 1.471
11 H -1.269 0.238 -1.512
12 H -1.744 1.037 0.100
13 H -2.105 -1.541 0.682

---

Formula: C4H7NO
Source: the Open Molecules 2025 dataset
Level of theory: ωB97M-V/def2-TZVPD

## Properties
- frontier orbital gap (alpha / beta) (eV) = 7.075 / 7.077
- E_LUMO (alpha / beta) (eV) = -0.70 / -0.70
- net charge = 0
- HOMO level (alpha / beta) (Eh) = -0.28563 / -0.28566

Element x y z (Å)
1 O 1.246 -0.259 1.467
2 C 0.984 0.288 -0.510
3 C -0.040 -0.685 -0.935
4 C -1.028 -0.283 0.146
5 C -1.850 0.826 -0.166
6 N -2.449 1.786 -0.452
7 H 1.654 0.379 2.075
8 H 2.053 0.101 -0.529
9 H 0.681 1.333 -0.516
10 H 0.324 -1.704 -0.785
11 H -0.363 -0.575 -1.981
12 H 0.249 -0.116 1.464
13 H -1.468 -1.078 0.741

---

Formula: C4H7NO
Source: the Open Molecules 2025 dataset
Level of theory: ωB97M-V/def2-TZVPD

## Properties
- frontier orbital gap (eV) = 10.359
- E_LUMO (eV) = 0.67
- net charge = 0
- HOMO level (Eh) = -0.35599

Element x y z (Å)
1 C -2.039 -0.464 -0.176
2 C -0.818 0.355 -0.082
3 C 1.533 0.052 0.591
4 C 1.576 0.348 -0.741
5 H -1.661 -1.354 -0.447
6 H -3.252 -0.261 -0.523
7 H -2.183 -0.978 1.141
8 H 2.072 -0.744 0.908
9 H 1.579 0.801 1.517
10 H 1.517 1.357 -1.058
11 H 2.321 -0.399 -0.967
12 N 0.420 -0.324 -0.219
13 O -1.064 1.612 0.058

---

Table of ΔE to the lowest compared entry with this formula, charge and spin (eV), in record order: 3.1416 4.1154 4.2044 5.3080 0.9411 2.3202 3.5439 4.9060 5.6734 2.7310 2.4930 5.3734 2.5506 1.3725 2.8898 2.9044 2.7072 5.0078 5.6841
Table of E_tot (Eh), in record order: -286.516197 -286.480408 -286.477137 -286.436581 -286.597062 -286.546382 -286.501411 -286.451356 -286.423155 -286.531285 -286.540032 -286.434177 -286.537913 -286.581207 -286.525449 -286.524911 -286.532158 -286.447613 -286.422760